Computed, not measured: a molecular structure, C28H38N4OP2Ti, with the ωB97M-V functional and the def2-TZVPD basis.

Values from the calculation:
- 2S+1: 3
- Total charge: 0
- Gap between HOMO and LUMO (alpha / beta): 6.24 / 7.62 eV
- <S²>: 2.006

Each line ends with the Löwdin spin population.
Element x y z (Å)
Ti: 0.606498 -2.135301 2.169426  1.723
P: 1.484048 -1.171603 -0.847120  0.067
P: -2.149502 -0.523407 -0.834093  0.030
O: 0.662214 -1.517435 3.795281  0.022
N: 2.964506 -0.095337 -1.400155  0.007
N: 2.029978 -2.371393 -2.108495  0.001
N: -3.677904 -0.978068 -1.812332  0.005
N: -2.297138 1.171120 -1.405278  0.003
C: 1.872705 1.695571 2.733585  0.002
C: -1.422786 1.320058 2.848321  0.006
C: -2.557076 3.421571 -1.395456  0.000
C: -2.677466 2.274756 -0.632139  0.000
C: -5.420444 -1.167040 -3.275871  0.000
C: 2.337910 -2.232668 -3.464699  0.000
C: 3.143942 0.623920 -2.573545  0.001
C: -4.251524 -2.242601 -1.651363  0.000
C: 0.376695 -0.343442 -2.037823  0.007
C: -0.441619 1.476524 1.725535  0.011
C: 4.332342 1.340412 -2.493797  0.000
C: -1.523763 2.003619 4.000077  0.002
C: 2.804870 -3.448974 -3.956663  0.001
C: -0.873214 3.298334 4.366318  0.000
C: 4.070458 0.127107 -0.591521  0.002
C: 4.924314 1.018508 -1.241242  0.000
C: 2.829968 -4.360081 -2.850374  0.000
C: 0.442042 3.622136 3.617756  0.000
C: -5.337062 -2.376572 -2.507661  0.000
C: -2.181345 3.026316 -2.701949  0.000
C: -4.375292 -0.345682 -2.851309  0.001
C: 0.736250 -0.621202 4.919736  0.005
C: 2.308548 -3.685437 -1.749694  0.002
C: -0.998712 -1.009288 -2.161250  0.003
C: -1.957830 1.665127 -2.667269  0.001
C: 1.551266 2.649109 3.582558  0.001
C: 0.948280 0.884096 1.856002  0.023
C: 0.368730 -4.227073 2.561562  0.004
H: -1.536390 1.039266 -3.435005  0.000
H: 2.904256 1.327057 2.658318  0.001
H: 1.729614 -0.168723 4.926899  0.000
H: 5.856978 1.390456 -0.863920  0.000
H: 3.203562 -5.375649 -2.855987  0.000
H: 3.076148 -3.656247 -4.986399  0.000
H: -2.685822 4.436478 -1.052735  0.000
H: 0.322717 0.698062 -1.697682  0.000
H: 0.278021 -4.671902 3.554919  0.000
H: 0.875324 4.461382 4.181502  0.000
H: -6.147320 -0.926364 -4.040525  0.000
H: -3.026390 2.137363 0.391423  0.000
H: 4.691660 2.004847 -3.259077  0.000
H: 0.773898 -0.274589 -3.059366  0.001
H: -2.147200 0.508305 2.717579  0.004
H: -0.471258 -4.596702 1.936219  0.005
H: -1.577176 4.140293 4.226337  0.000
H: 2.425438 2.976442 4.179858  0.000
H: -2.081711 3.624499 -3.597594  0.000
H: 0.216542 4.067722 2.649393  0.000
H: 0.922080 -0.183545 2.182299  0.035
H: 2.436708 0.590834 -3.398196  0.000
H: -0.903020 -2.100153 -2.120358  0.001
H: -4.095348 0.628171 -3.219538  0.000
H: 2.203586 -1.306966 -4.004940  0.000
H: 1.298722 -4.604661 2.089939  0.007
H: -1.438847 -0.783210 -3.142457  0.000
H: -2.280216 1.698803 4.719423  0.000
H: -3.829242 -2.927651 -0.937988  0.000
H: -0.332457 2.532212 1.419554  0.001
H: 2.081522 -4.007307 -0.746457  0.002
H: -0.923794 0.973000 0.868285  0.004
H: -5.994470 -3.229367 -2.581362  0.000
H: 0.601006 -1.130755 5.873417  0.000
H: 1.415908 0.890492 0.853013  0.001
H: -0.638830 3.271810 5.445908  0.000
H: -0.008876 0.151680 4.799329  0.001
H: 4.151803 -0.371081 0.360948  0.003

Cartesian forces, eV/Å:
-0.10 -1.90 -0.59
3.50 0.33 -4.72
-2.85 1.49 -2.91
0.05 1.56 2.34
-0.84 -0.33 1.45
-0.62 -0.98 0.93
0.26 -1.07 0.38
0.63 0.38 0.42
-0.10 -2.04 -0.47
-0.18 -0.19 1.12
-0.45 -0.57 0.53
0.22 0.01 -0.28
1.24 0.06 0.93
-0.04 -0.81 -0.10
0.23 0.59 0.17
-0.61 0.71 -0.51
-0.72 0.71 0.15
-0.74 0.30 -1.15
-1.00 -0.95 0.41
-0.63 0.28 -0.95
-0.34 0.77 1.17
0.96 -0.24 0.29
0.14 0.81 -0.82
-0.82 -0.70 0.32
-0.54 0.59 0.57
-1.01 1.42 1.02
0.80 0.57 0.23
0.56 -1.03 -0.08
-0.45 -0.57 0.21
0.44 -0.72 -0.84
0.52 -0.05 -1.08
0.42 -0.34 -0.03
-0.28 0.57 0.27
2.05 0.68 0.08
0.40 0.65 -0.50
-0.11 0.03 -1.13
-0.30 0.11 -0.01
-0.29 0.16 0.55
-0.06 0.06 0.03
0.15 -0.01 0.11
-0.23 0.11 0.00
0.04 0.13 0.29
-0.30 -0.10 0.02
-0.32 -0.02 -0.02
0.06 0.32 -0.08
-0.27 0.03 -0.20
0.16 0.00 0.12
0.25 0.08 -0.35
0.14 -0.01 -0.03
0.23 -0.28 0.68
0.40 -0.01 0.13
0.28 -0.06 0.19
0.19 -0.41 0.04
-0.56 -0.15 -0.23
0.17 0.09 0.26
0.06 -0.36 -0.18
0.25 1.51 0.10
0.33 0.20 0.47
0.01 -0.02 -0.02
-0.05 -0.02 0.22
0.06 -0.30 0.18
-0.15 -0.21 0.12
0.03 -0.23 0.46
-0.08 -0.17 -0.19
-0.10 -0.11 0.16
-0.08 -0.48 0.08
0.21 -0.16 0.05
0.32 0.33 0.27
0.11 0.01 0.04
-0.16 -0.31 -0.13
-0.20 -0.03 0.16
-0.17 0.03 -0.29
-0.15 0.17 0.10
0.04 0.06 0.04

---

Computed, not measured: a molecular structure, C28H38N4P2Ru, with the ωB97M-V functional and the def2-TZVPD basis.

Values from the calculation:
- 2S+1: 5
- Total charge: +2
- Gap between HOMO and LUMO (alpha / beta): 7.21 / 2.66 eV
- <S²>: 6.018

Each line ends with the Löwdin spin population.
Element x y z (Å)
Ru: 1.205386 -2.292469 1.165023  2.032
P: -0.794528 -1.407889 1.567518  0.053
P: 1.803807 -0.161003 1.094647  0.048
N: 2.158274 0.033997 -0.599950  0.032
N: -1.549270 -1.574955 3.140737  -0.007
N: 3.254214 0.450819 1.801220  0.001
N: -2.019855 -2.115388 0.537739  0.029
C: -0.724056 4.201023 -2.058635  0.030
C: -3.377277 -1.831663 0.382178  0.005
C: -2.501087 2.170365 -4.626495  0.040
C: -2.641825 1.595964 -3.238824  0.333
C: 3.188669 -2.933764 1.293460  0.266
C: -1.693463 -3.181069 -0.294930  0.022
C: 0.215100 3.381777 -2.887007  0.062
C: 0.488362 1.044845 1.395588  -0.002
C: -1.320856 3.160009 -4.861880  0.015
C: -3.909987 -2.738238 -0.526865  0.003
C: -0.897398 0.385733 1.265828  0.000
C: -2.844776 -3.595091 -0.941149  0.001
C: 3.883180 -0.177518 2.880198  0.001
C: 2.140955 0.742686 -2.729853  0.007
C: -2.525149 2.324545 -2.123109  0.338
C: -1.881705 -2.807701 3.709809  0.000
C: 5.091891 0.465927 3.115912  0.001
C: 2.301043 -0.666311 -2.728565  0.005
C: -2.460358 -2.579741 4.949889  -0.001
C: 5.191128 1.552834 2.181029  0.001
C: -1.918646 -0.576973 4.041093  0.000
C: -0.063773 2.885689 -4.095973  0.059
C: -2.227891 3.799609 -2.114630  0.043
C: 2.055918 1.154066 -1.405641  0.008
C: -2.505600 -1.168079 5.154481  -0.001
C: 4.051848 1.525562 1.386401  0.000
C: 2.307176 -1.089489 -1.403018  0.036
C: 0.563990 -4.086077 1.994647  0.269
H: 0.648962 2.256061 -4.636166  0.001
H: -0.660127 -3.511421 -0.333717  0.015
H: 1.394319 -4.777666 1.771269  0.039
H: -1.678498 4.180525 -4.680996  0.004
H: -1.709062 0.457534 3.828749  0.000
H: -1.622883 -3.721685 3.198673  0.000
H: -2.688443 4.304791 -2.975155  0.013
H: -3.829667 -1.016684 0.927928  0.000
H: 0.496084 -3.932685 3.087686  0.023
H: 3.585877 -2.758501 2.304704  0.018
H: 0.665308 1.421271 2.414531  0.000
H: -2.394806 1.328828 -5.328769  0.006
H: -2.896737 -4.423979 -1.627855  0.000
H: 2.392678 -1.310667 -3.584976  0.000
H: -2.902875 0.532324 -3.213524  0.009
H: -2.802427 -3.336618 5.639083  0.000
H: -1.595331 0.868221 1.962437  0.000
H: 3.074925 -4.018918 1.133612  0.046
H: -2.904771 -0.647374 6.015536  0.000
H: -2.689656 1.891378 -1.130122  0.010
H: 5.819329 0.187818 3.861817  0.000
H: 3.886570 -2.512746 0.553302  0.016
H: -0.382948 4.151766 -1.012257  0.004
H: -2.701195 4.224811 -1.214104  0.001
H: 2.051143 1.380585 -3.597644  0.001
H: -0.387594 -4.482360 1.604494  0.020
H: -0.650104 5.267019 -2.331715  0.000
H: 1.901454 2.123797 -0.952185  0.000
H: 2.340029 -2.073549 -0.934956  0.016
H: -4.935167 -2.807394 -0.863316  0.001
H: 1.209559 3.268702 -2.453216  0.003
H: 6.007358 2.255401 2.101231  0.000
H: -3.419554 2.697032 -4.937586  0.021
H: 0.585154 1.909918 0.720411  0.000
H: 3.721898 2.160721 0.579098  0.000
H: -1.318788 0.493021 0.255981  0.000
H: 3.405212 -1.019343 3.355844  0.001
H: -1.058667 3.098037 -5.929000  0.002

Cartesian forces, eV/Å:
1.00 -3.18 -0.77
-3.71 -0.05 1.49
2.54 2.38 -0.93
-0.44 -0.12 0.48
0.49 -0.02 -0.63
-0.70 -0.24 0.11
0.86 0.37 0.15
0.01 0.24 0.42
-0.12 -0.46 -0.49
0.72 -0.38 -0.13
-0.27 -1.42 -3.83
1.17 0.33 0.38
-0.88 -0.11 -0.34
0.06 -0.04 -0.07
-0.14 0.59 0.21
-0.54 0.04 -0.29
0.87 0.54 0.67
-0.13 0.59 0.09
0.95 0.37 0.35
1.15 0.71 -0.01
-0.08 0.18 1.02
0.96 2.76 2.91
-0.20 0.30 0.88
-1.32 -0.25 -0.49
-0.07 -0.53 1.05
0.44 0.06 -1.10
-1.23 -0.52 -0.48
-0.54 -0.35 0.87
-0.07 -0.55 -0.03
-0.51 0.09 0.52
-0.13 -0.54 -0.50
0.74 0.33 -1.14
0.70 -0.15 0.75
-0.33 0.61 -1.02
-0.67 -0.77 0.56
-0.04 0.39 0.31
-0.38 -0.20 -0.16
-0.41 0.29 -0.03
0.26 -0.10 -0.15
-0.13 -0.02 0.17
-0.33 0.09 0.13
0.03 -0.35 0.10
-0.05 -0.18 0.07
0.06 -0.06 -0.44
-0.06 -0.18 -0.42
-0.15 -0.12 -0.18
-0.17 0.21 0.26
-0.07 0.05 -0.02
0.04 -0.01 -0.06
0.01 0.34 0.32
-0.02 0.01 -0.13
0.06 -0.21 -0.36
-0.10 0.38 -0.10
0.13 -0.07 -0.17
-0.01 -0.17 -0.45
-0.08 0.04 0.01
-0.21 -0.01 0.38
-0.25 -0.02 -0.26
0.14 -0.14 -0.32
0.35 -0.16 0.21
0.41 0.09 0.31
0.00 -0.26 0.10
0.18 -0.17 -0.17
0.33 0.23 -0.51
0.10 0.11 0.18
-0.28 -0.01 -0.37
-0.12 -0.05 -0.04
-0.16 -0.33 0.26
0.02 -0.30 0.30
0.21 -0.05 0.04
0.27 -0.09 0.17
0.18 0.13 0.08
-0.32 0.12 0.30

---

Computed, not measured: a molecular structure, C28H39ClMgN3O4, with the ωB97M-V functional and the def2-TZVPD basis.

Values from the calculation:
- Total charge: -1
- Gap between HOMO and LUMO (alpha / beta): 4.52 / 4.53 eV

Each line ends with the Löwdin charge.
Element x y z (Å)
Cl: 3.072990 1.314754 -0.982381  0.020
Mg: 0.757754 0.571277 -0.846528  0.347
O: -0.257267 2.310668 -0.498731  -0.064
O: -1.103168 -3.986451 0.031875  0.026
O: -1.908721 -0.157849 1.575662  -0.021
O: -1.410643 0.085959 -1.543634  -0.059
N: -3.542818 -0.532213 -2.110973  -0.175
N: 0.421136 4.384786 0.058840  -0.161
N: -1.089572 -1.659274 3.110604  -0.166
C: 3.352582 -4.787312 1.861474  -0.097
C: 1.065119 1.183814 2.000304  -0.191
C: 1.892133 -5.044234 -0.015421  -0.063
C: 0.015010 -3.780235 -0.390424  -0.236
C: -2.442976 -0.583785 -1.346554  -0.260
C: 2.435714 -1.669965 -1.891860  -0.256
C: 1.607997 4.221962 4.161677  -0.120
C: 2.834616 -5.584913 0.817718  -0.106
C: 0.286525 4.692000 4.194125  -0.139
C: -1.736738 -1.322129 1.981414  -0.320
C: -0.474088 2.779967 2.931145  -0.040
C: 3.360201 -1.296425 -3.013492  -0.161
C: -0.924191 4.938053 0.200582  -0.024
C: -0.771746 3.978945 3.607903  -0.105
C: 0.866855 2.311080 2.819298  -0.267
C: -4.666731 -1.421782 -1.918540  -0.060
C: 0.312949 -1.494806 -3.054312  -0.228
C: 1.572973 5.200386 0.373519  -0.030
C: -0.677632 -0.636419 4.072017  -0.034
C: 1.886436 3.031916 3.488798  -0.045
C: 1.123028 0.215071 1.191067  -0.070
C: -0.696506 -3.027733 3.378256  -0.056
C: 1.976364 -2.893230 1.164930  -0.045
C: 1.210005 -1.104283 -1.992034  -0.351
C: 0.616069 3.207936 -0.473792  -0.350
C: -3.662600 0.369343 -3.247977  -0.035
C: 2.957363 -3.427028 2.010788  -0.076
C: 1.306497 -3.803095 0.312479  -0.183
H: -1.031251 5.391160 1.181398  0.070
H: 2.891550 -2.213721 -1.086665  0.061
H: -2.136075 -2.192901 1.449797  0.113
H: -4.876390 -1.990977 -2.826880  0.084
H: 2.423468 4.793441 4.664311  0.103
H: 0.270145 -0.190150 3.769370  0.063
H: 1.636059 3.022705 -0.903711  0.028
H: 3.988422 -0.451037 -2.703516  0.019
H: -1.676800 4.148607 0.080642  0.097
H: 4.096987 -5.236663 2.523265  0.086
H: -1.146027 -3.381764 4.310515  0.081
H: -0.560502 -1.121057 5.046730  0.083
H: 0.055900 5.622560 4.711839  0.083
H: 2.921112 2.654380 3.412492  0.117
H: -1.245142 2.202736 2.443510  0.100
H: -5.583042 -0.872551 -1.690496  0.084
H: 0.388702 -3.104152 3.471770  0.080
H: -2.726107 0.901421 -3.390222  0.087
H: 2.447786 4.537161 0.271412  0.100
H: 3.120108 -6.636004 0.655979  0.100
H: -0.033460 -0.573517 -3.548583  0.062
H: -1.015507 -3.653365 2.550545  0.071
H: 3.933375 -2.176254 -3.318991  0.048
H: 0.870681 -2.105499 -3.780168  0.067
H: -2.511482 -1.302315 -0.535463  0.115
H: -1.436271 0.144725 4.125224  0.085
H: 1.427311 -5.597108 -0.834740  0.118
H: -1.815954 4.335799 3.639018  0.102
H: 1.661002 6.031456 -0.327913  0.084
H: 2.748736 -0.967985 -3.853879  0.062
H: -3.919125 -0.214353 -4.142781  0.088
H: -4.478200 -2.125346 -1.111313  0.089
H: 3.447942 -2.837808 2.807106  0.108
H: -1.103342 5.722590 -0.538506  0.084
H: -4.482441 1.078652 -3.071825  0.088
H: 1.726018 -1.816296 1.222116  0.053
H: 1.501133 5.568081 1.391739  0.079
H: 0.179917 -3.541833 -1.455037  0.106
H: -0.594302 -2.050817 -2.810195  0.051

Cartesian forces, eV/Å:
0.40 0.74 -0.34
-0.41 -1.00 0.56
0.70 0.98 -0.85
0.32 -0.04 0.55
-0.34 -1.75 0.87
-2.22 -0.63 0.34
-0.59 0.12 -0.65
-0.87 1.51 0.24
-0.02 0.20 0.38
-0.27 0.19 -0.23
0.74 -2.97 -2.04
-1.16 0.54 0.53
-0.32 1.92 -1.39
2.29 1.05 -0.26
-0.07 1.02 -1.85
-0.13 0.01 0.06
0.94 -0.04 0.57
-0.29 0.24 0.26
-0.01 1.90 -0.40
0.46 0.85 0.46
-0.03 -1.76 -0.68
0.08 -0.24 0.33
0.65 -0.74 -0.40
-0.86 1.13 0.72
-0.06 -0.01 0.10
0.76 1.42 -3.11
0.27 -0.36 -0.56
0.07 -0.34 -0.25
0.36 -0.25 -0.36
-0.12 2.59 3.13
-0.11 0.16 0.08
-0.61 -0.51 0.53
-0.82 -2.39 3.58
-0.01 -1.73 -0.49
-0.15 -0.21 0.18
0.67 -1.26 -0.37
1.13 -0.50 0.32
-0.05 -0.05 0.20
0.46 1.04 1.28
0.16 -0.15 -0.21
0.18 -0.07 -0.07
-0.78 -0.53 -0.49
-0.05 0.00 0.04
-0.59 0.07 0.66
-0.10 -0.36 0.04
0.40 0.16 0.06
-0.23 0.28 -0.07
-0.05 -0.03 0.01
-0.10 0.09 -0.08
0.13 -0.11 -0.06
-0.65 0.24 0.06
-0.08 -0.10 -0.10
0.02 0.16 0.12
-0.01 0.01 -0.07
-0.01 -0.04 0.02
-0.17 0.49 0.17
0.22 0.65 0.24
-0.49 -0.25 -0.51
0.02 -0.14 -0.06
0.72 0.20 -0.31
-0.26 -0.20 -0.53
0.02 -0.13 0.21
0.06 -0.03 -0.03
0.24 -0.15 0.27
0.70 -0.12 0.10
0.07 0.19 0.05
0.13 0.14 -0.22
0.18 0.14 0.09
0.12 0.03 0.05
-0.38 -0.14 -0.73
0.13 -0.03 -0.17
0.17 -0.02 -0.02
-0.29 -0.69 -0.05
0.02 0.01 0.17
-0.27 -0.39 -0.19
0.05 0.01 0.60

---

Record order is preserved below.
Largest force on an atom: 5.9; 4.1; 4.4 eV/Å
Record order is preserved below.
E_tot: -79346.8883; -56750.5965; -60293.6713 eV